Record 1
{"formula": "C3H9NO2", "method": "ωB97M-V with the def2-TZVPD basis set", "species": ["C", "C", "C", "N", "O", "O", "H", "H", "H", "H", "H", "H", "H", "H", "H"], "xyz": [[-0.4739, -0.0736, -0.6830], [0.3840, -1.0204, 0.1919], [0.1711, 1.2973, -0.8685], [0.0271, -0.0797, 2.3538], [-0.1136, -1.1904, 1.5048], [-0.6622, -0.6077, -1.9763], [-1.1519, -1.4345, -1.9125], [-1.4525, 0.0401, -0.1845], [-0.5132, 0.7006, 1.9800], [1.0129, 0.1869, 2.3849], [0.3607, -2.0290, -0.2288], [1.4299, -0.6812, 0.2175], [0.3174, 1.7999, 0.0842], [-0.4665, 1.9119, -1.4979], [1.1305, 1.1799, -1.3656]], "lowdin_charge": [-0.43, -0.18, -0.05, 0.02, -0.21, -0.04, 0.10, 0.15, 0.07, 0.08, 0.13, 0.12, 0.07, 0.08, 0.08], "smiles": "C[C@@H](O)CON", "orbital_gap_ev": 10.626, "relative_energy_kj_mol": 296.0}

---

Record 2
{"formula": "C30H49FN7O6PS2", "method": "ωB97M-V with the def2-TZVPD basis set", "species": ["C", "C", "N", "C", "C", "O", "O", "N", "C", "C", "F", "C", "N", "C", "C", "C", "C", "C", "C", "C", "C", "C", "C", "C", "S", "C", "N", "N", "C", "O", "C", "C", "C", "C", "C", "C", "C", "C", "S", "C", "N", "N", "C", "O", "P", "O", "O", "H", "H", "H", "H", "H", "H", "H", "H", "H", "H", "H", "H", "H", "H", "H", "H", "H", "H", "H", "H", "H", "H", "H", "H", "H", "H", "H", "H", "H", "H", "H", "H", "H", "H", "H", "H", "H", "H", "H", "H", "H", "H", "H", "H", "H", "H", "H", "H", "H"], "xyz": [[-1.6696, -6.8266, -0.1665], [-1.1255, -6.2250, -1.5371], [-1.3676, -4.7699, -1.6733], [-0.3543, -3.9249, -1.0223], [0.7262, -4.5836, -0.0793], [0.4563, -4.9447, 1.0777], [1.9409, -4.7688, -0.5079], [0.4883, -3.1456, -1.9951], [0.9962, -3.7996, -3.2238], [0.7089, -2.9767, -4.5308], [1.9891, -2.5658, -5.0374], [0.6983, -1.9027, -1.6101], [1.4760, -1.0358, -2.3291], [1.4498, 0.2130, -1.9431], [2.4797, 0.7285, -0.8843], [0.4604, 1.2438, -2.5356], [-0.0904, -1.6958, -0.2510], [0.7224, -1.5204, 1.0923], [0.2636, -0.2451, 1.9163], [0.2930, -0.4522, 3.4803], [0.6816, 0.9048, 4.2228], [2.2498, 1.0228, 4.2023], [2.8293, 2.3930, 4.7422], [1.8038, 3.5847, 4.7533], [1.3017, 4.1907, 3.0860], [2.7103, 4.1057, 1.9657], [3.2226, 5.3020, 1.5524], [4.2174, 4.9407, 0.7055], [4.3292, 3.6246, 0.6030], [3.3493, 3.0399, 1.4196], [-1.2459, -2.7599, -0.3633], [-2.3896, -2.1831, -1.3194], [-3.1458, -0.9508, -0.6883], [-3.0011, 0.4075, -1.5346], [-3.0341, 1.5858, -0.4849], [-2.7506, 3.0151, -1.0876], [-2.5891, 4.0114, 0.1433], [-1.6867, 5.2822, -0.1453], [-1.5619, 5.7671, -1.9158], [0.2085, 5.7170, -2.2815], [1.0018, 6.6287, -2.8574], [2.2548, 6.0820, -2.8667], [2.1980, 4.8883, -2.2847], [0.9111, 4.5872, -1.9101], [-2.2307, -3.2804, 1.1678], [-2.2586, -2.0671, 2.3350], [-3.7800, -3.8265, 0.7519], [-0.9838, -7.6427, 0.1609], [-2.7081, -7.2491, -0.2961], [-1.7553, -6.0465, 0.6321], [-0.0741, -6.5511, -1.7587], [-1.7606, -6.7200, -2.3308], [-1.5585, -4.4952, -2.6346], [0.5946, -4.8354, -3.3378], [2.1066, -3.8736, -3.0764], [0.2746, -3.6061, -5.3545], [0.1428, -2.0273, -4.3681], [3.1181, -0.1095, -0.5106], [3.1678, 1.4403, -1.4198], [1.9771, 1.3081, -0.0743], [0.0337, 1.8464, -1.6911], [1.0354, 1.9814, -3.1706], [-0.3051, 0.7896, -3.2036], [-0.5349, -0.6579, -0.3823], [1.8101, -1.4656, 0.8374], [0.5859, -2.4035, 1.7712], [0.8726, 0.6662, 1.6829], [-0.8056, -0.0239, 1.6453], [1.0889, -1.2175, 3.6964], [-0.6957, -0.7865, 3.8851], [0.1569, 1.7228, 3.6716], [0.3434, 0.8200, 5.2876], [2.6650, 0.7844, 3.1815], [2.6359, 0.2079, 4.8746], [3.6784, 2.6929, 4.0700], [3.1893, 2.2598, 5.7980], [0.8958, 3.3667, 5.3763], [2.3138, 4.4459, 5.2711], [5.0086, 2.9906, 0.0071], [-3.1714, -2.9536, -1.5550], [-1.9386, -1.8648, -2.3008], [-4.2539, -1.1362, -0.6298], [-2.8013, -0.6811, 0.3468], [-3.8231, 0.4641, -2.2917], [-2.0311, 0.3162, -2.0807], [-2.2298, 1.3849, 0.2784], [-4.0407, 1.5504, 0.0172], [-3.6156, 3.3300, -1.7367], [-1.8276, 2.9708, -1.7145], [-2.0556, 3.4104, 0.9346], [-3.6125, 4.2688, 0.5186], [-0.6693, 5.0923, 0.2866], [-2.1228, 6.1396, 0.4395], [3.0926, 4.2524, -2.1396], [-1.9420, -2.4575, 3.1643], [-3.6082, -4.5136, 0.0723]], "lowdin_charge": [-0.09, -0.24, 0.00, -0.28, -0.63, -0.04, -0.07, 0.02, -0.07, -0.13, -0.11, -0.17, 0.21, -0.23, 0.00, 0.00, -0.14, -0.11, -0.19, -0.19, -0.22, -0.20, -0.23, -0.46, 0.92, -0.62, 0.04, 0.01, -0.13, -0.03, -0.36, -0.18, -0.19, -0.19, -0.21, -0.23, -0.23, -0.44, 0.95, -0.60, 0.04, 0.03, -0.17, -0.04, 0.97, -0.30, -0.29, 0.08, 0.07, 0.03, 0.11, 0.11, 0.11, 0.13, 0.14, 0.12, 0.11, 0.10, 0.09, 0.07, 0.09, 0.11, 0.09, 0.13, 0.12, 0.11, 0.09, 0.09, 0.12, 0.10, 0.08, 0.12, 0.11, 0.12, 0.10, 0.12, 0.09, 0.08, 0.14, 0.10, 0.11, 0.12, 0.08, 0.12, 0.06, 0.09, 0.13, 0.12, 0.07, 0.10, 0.12, 0.07, 0.08, 0.13, 0.04, 0.04], "orbital_gap_ev": 5.220}

---

Record 3
{"formula": "C6H9N", "method": "ωB97M-V with the def2-TZVPD basis set", "species": ["C", "C", "N", "C", "C", "C", "C", "H", "H", "H", "H", "H", "H", "H", "H", "H"], "xyz": [[-0.8025, 0.5340, -1.2802], [-0.3342, 1.7229, -0.7073], [0.3717, 1.3943, 0.4924], [0.4445, -0.0042, 0.5912], [-0.3369, -0.4925, -0.4446], [-0.7959, -1.9491, -0.6355], [1.2368, -0.7019, 1.6581], [-1.3538, 0.2804, -2.1612], [-0.2118, 2.7019, -1.1444], [0.8010, 1.9750, 1.1829], [-0.0148, -2.4673, -1.2898], [-0.4575, -2.5413, 0.2250], [-1.8059, -2.0830, -0.9810], [2.2540, -0.2886, 1.7438], [1.2669, -1.7502, 1.3293], [0.8048, -0.7690, 2.6714]], "lowdin_charge": [-0.18, -0.25, -0.03, -0.37, -0.35, -0.10, -0.13, 0.05, 0.01, 0.08, 0.07, 0.03, 0.04, 0.04, 0.05, 0.03], "multiplicity": 2, "orbital_gap_ev": [2.309, 6.277], "total_charge": -1, "relative_energy_kj_mol": 153.7}

---

Record 4
{"formula": "C40H35AsN4O3SYb", "method": "ωB97M-V with the def2-TZVPD basis set", "species": ["Yb", "N", "C", "S", "N", "N", "C", "C", "C", "C", "C", "C", "C", "C", "C", "C", "C", "C", "N", "H", "H", "H", "H", "H", "H", "H", "H", "H", "H", "H", "C", "O", "C", "C", "C", "C", "C", "C", "O", "C", "O", "C", "H", "H", "H", "H", "H", "H", "H", "H", "H", "C", "C", "C", "C", "C", "C", "As", "C", "C", "C", "C", "C", "C", "C", "C", "C", "C", "C", "C", "H", "H", "H", "H", "H", "H", "H", "H", "H", "H", "H", "H", "H", "H", "H"], "xyz": [[-1.7302, 0.6274, -0.8778], [-1.4846, 4.8866, 0.6175], [-1.8718, 3.6330, 0.4923], [-2.2784, 3.2934, -1.1688], [-1.9236, 2.9189, 1.5672], [-2.2082, 1.6298, 1.3125], [-2.3573, 0.8591, 2.3503], [-2.3838, 1.4028, 3.7061], [-3.3902, 2.2558, 4.0994], [-3.4309, 2.6913, 5.4234], [-2.4657, 2.3187, 6.3338], [-1.4051, 1.4638, 5.9018], [-1.4159, 1.0092, 4.5820], [-2.4835, -0.6313, 2.0617], [-2.7634, -1.5988, 3.0438], [-2.7264, -2.9395, 2.7143], [-2.4282, -3.3533, 1.4271], [-2.2573, -2.3372, 0.4887], [-2.3356, -1.0352, 0.7835], [-1.6089, 5.5224, -0.1083], [-1.4281, 5.2070, 1.5708], [-4.0268, 2.7884, 3.3596], [-4.2800, 3.3506, 5.6369], [-2.4748, 2.6498, 7.3824], [-0.6758, 1.1662, 6.6665], [-0.5250, 0.4403, 4.2357], [-3.0219, -1.2445, 4.0406], [-2.9131, -3.7341, 3.4751], [-2.4810, -4.3701, 1.1745], [-2.2447, -2.5456, -0.5790], [-2.6045, -5.2916, -6.0961], [-3.0999, -4.3477, -5.1624], [-2.2847, -3.3134, -4.7706], [-1.0838, -2.9511, -5.4863], [-0.3752, -1.9333, -5.0375], [-0.7959, -1.1156, -3.9734], [-0.0157, -0.0126, -3.5602], [1.2394, 0.3417, -4.3021], [-0.2599, 0.6947, -2.5477], [-2.0190, -1.4370, -3.2620], [-2.4352, -0.7842, -2.2071], [-2.7715, -2.5081, -3.7566], [-3.2862, -6.1445, -6.0043], [-1.5727, -5.5840, -5.7993], [-2.5749, -4.9142, -7.1411], [-0.7837, -3.5845, -6.3389], [0.4185, -1.5658, -5.6106], [1.2041, 0.3774, -5.3867], [2.0337, -0.3422, -3.9599], [1.5752, 1.3630, -3.9595], [-3.7105, -2.7706, -3.2587], [2.8025, -0.5013, 4.4646], [2.7775, -1.5176, 3.4840], [2.3299, -1.1876, 2.1967], [1.7772, 0.0309, 1.8939], [1.6426, 1.0186, 2.9111], [2.1419, 0.6626, 4.1680], [1.2266, 0.4909, 0.1000], [2.4511, -0.7562, -0.7780], [3.8344, -0.6892, -0.8447], [4.5443, -1.6707, -1.5935], [3.8070, -2.6450, -2.2400], [2.4350, -2.6837, -2.2090], [1.7389, -1.7326, -1.4975], [2.1393, 2.3557, -0.0985], [1.7069, 3.1432, -1.1850], [2.1549, 4.4477, -1.3163], [3.0748, 4.9481, -0.4636], [3.5048, 4.1803, 0.6048], [3.0703, 2.8825, 0.8018], [3.3506, -0.6113, 5.4183], [3.2585, -2.4863, 3.5504], [2.3800, -1.9880, 1.4676], [1.3330, 2.0272, 2.7681], [2.0906, 1.3987, 5.0017], [4.3904, 0.1034, -0.4300], [5.6050, -1.6673, -1.6867], [4.2896, -3.5447, -2.6722], [1.8701, -3.3774, -2.8226], [0.6459, -1.6829, -1.4653], [1.0514, 2.5701, -1.8379], [1.7942, 5.0103, -2.1964], [3.3990, 5.9832, -0.6335], [4.1678, 4.6092, 1.3766], [3.4366, 2.3780, 1.6705]], "lowdin_charge": [1.43, 0.09, -0.91, 0.53, 0.01, -0.08, -0.17, -0.24, -0.03, -0.08, -0.07, -0.05, -0.06, -0.17, 0.01, -0.04, -0.02, -0.11, -0.02, 0.06, 0.12, 0.13, 0.11, 0.11, 0.11, 0.11, 0.13, 0.14, 0.10, 0.10, -0.08, -0.07, -0.21, -0.01, -0.04, -0.10, -0.37, 0.01, -0.22, -0.31, -0.24, 0.07, 0.10, 0.10, 0.11, 0.12, 0.10, 0.09, 0.10, 0.11, 0.14, -0.07, -0.05, -0.12, -0.40, -0.13, -0.12, 1.35, -0.40, -0.06, -0.04, -0.09, -0.10, -0.15, -0.29, -0.12, -0.10, -0.10, -0.08, -0.11, 0.12, 0.10, 0.10, 0.10, 0.12, 0.09, 0.10, 0.12, 0.11, 0.08, 0.05, 0.12, 0.12, 0.12, 0.09], "multiplicity": 2, "orbital_gap_ev": [7.464, 7.466], "total_charge": 1, "relative_energy_kj_mol": 86.6}